1.
Here is a cluster of 2 separate species, C5H14S in total from the OMol25 dataset. Energies are from ωB97M-V/def2-TZVPD.

Last column: natural (NBO) charge in e.
CARTESIAN COORDINATES (ANGSTROEM)
C -0.483 2.460 -0.962  -0.618
C 0.440 3.162 -1.998  -0.391
C 1.755 2.360 -2.169  -0.604
H -1.283 2.029 -1.559  0.210
H -0.986 3.207 -0.342  0.206
H 0.065 1.779 -0.319  0.205
H -0.126 3.182 -2.936  0.188
H 0.599 4.218 -1.793  0.194
H 1.529 1.344 -2.478  0.204
H 2.432 2.895 -2.830  0.207
H 2.181 2.338 -1.166  0.196
C 0.815 -2.287 0.583  -0.764
S -0.893 -1.841 0.870  0.171
C -1.036 -2.035 2.698  -0.734
H 0.699 -2.860 -0.347  0.229
H 1.397 -1.385 0.434  0.220
H 1.260 -3.033 1.237  0.225
H -1.179 -3.107 2.807  0.213
H -2.001 -1.621 2.990  0.225
H -0.252 -1.626 3.324  0.218

For the total energy, the calculation gives -597.050018 hartree. The value obtained for the LUMO energy is 1.0 eV. The relative energy (zero: lowest compared OMol25 entry of this formula, charge and spin) comes out at 17.1 kcal/mol.

2.
Here is the molecule C7H8OS from the OMol25 dataset. Energies are from ωB97M-V/def2-TZVPD.

Last column: natural (NBO) charge in e.
CARTESIAN COORDINATES (ANGSTROEM)
C -1.984 2.571 0.236  -0.218
C -1.156 1.687 0.005  -0.055
C -0.048 0.842 -0.007  -0.061
C 0.091 -0.473 0.243  0.028
C 1.429 1.664 -0.671  -0.620
C 1.466 -0.994 -0.089  -0.605
C -1.049 -1.332 0.552  -0.635
O 2.989 0.631 1.210  -0.971
S 2.743 0.406 -0.212  1.259
H -2.949 2.963 -0.025  0.237
H 1.190 2.026 -1.635  0.230
H 1.528 2.568 0.048  0.254
H 1.925 -1.591 0.679  0.243
H 1.449 -1.707 -0.930  0.230
H -0.752 -2.485 0.377  0.210
H -1.934 -1.080 0.058  0.235
H -1.354 -1.352 1.544  0.239

For the total energy, the calculation gives -744.782505 hartree. The value obtained for the LUMO energy is 0.4 eV. The relative energy (zero: lowest compared OMol25 entry of this formula, charge and spin) comes out at 81.2 kcal/mol.

3.
Here is the molecule C3H8Cl2SSi from the OMol25 dataset. Energies are from ωB97M-V/def2-TZVPD.

Last column: natural (NBO) charge in e.
CARTESIAN COORDINATES (ANGSTROEM)
C 2.738 0.180 -1.089  -0.700
S 1.384 -0.185 0.122  0.194
C -0.005 -0.147 -0.975  -0.938
Si -1.824 -0.036 0.166  1.418
C -1.442 -0.052 2.052  -1.109
Cl -2.638 -1.783 -0.146  -0.354
Cl -2.995 1.528 -0.359  -0.347
H 3.599 0.083 -0.579  0.214
H 2.631 1.222 -1.299  0.207
H 2.732 -0.390 -2.001  0.217
H -0.308 -1.055 -1.621  0.234
H 0.017 0.767 -1.564  0.225
H -1.062 -1.030 2.352  0.250
H -0.571 0.707 2.291  0.251
H -2.254 0.193 2.649  0.239

For the total energy, the calculation gives -1727.249469 hartree. The value obtained for the LUMO energy is 0.7 eV. The relative energy (zero: lowest compared OMol25 entry of this formula, charge and spin) comes out at 8.7 kcal/mol.

4.
Here is the molecule CH4N2O from the OMol25 dataset. Energies are from ωB97M-V/def2-TZVPD.

Last column: natural (NBO) charge in e.
CARTESIAN COORDINATES (ANGSTROEM)
N -0.793 -0.699 0.485  -0.656
N -0.095 0.088 -0.528  -0.460
C 0.745 1.004 -0.009  0.509
O 1.804 1.615 -0.329  -0.580
H -1.954 -0.797 0.303  0.357
H -0.496 -1.649 0.373  0.347
H 0.378 -0.780 -1.220  0.370
H 0.411 1.216 0.924  0.113

For the total energy, the calculation gives -225.156188 hartree. The value obtained for the LUMO energy is 0.6 eV. The relative energy (zero: lowest compared OMol25 entry of this formula, charge and spin) comes out at 85.2 kcal/mol.

5.
Here is a structure of composition C11H19N2O7ScSe from the OMol25 dataset. Energies are from ωB97M-V/def2-TZVPD.

Last column: natural (NBO) charge in e.
CARTESIAN COORDINATES (ANGSTROEM)
Sc -0.266 -0.217 -0.159  1.582
O 1.382 0.796 1.130  -0.714
C 2.712 0.391 0.788  -0.082
C 2.842 -1.135 0.753  -0.251
N 1.863 -1.711 -0.169  -0.463
C 2.327 -1.715 -1.553  -0.340
C 1.806 -0.416 -2.242  0.794
O 2.449 0.150 -3.094  -0.598
O 0.660 -0.055 -1.786  -0.820
C 1.341 -2.977 0.341  -0.333
C 0.402 -2.590 1.523  0.795
O 0.366 -3.233 2.547  -0.602
O -0.247 -1.501 1.291  -0.840
H 1.244 0.543 2.060  0.505
H 2.914 0.805 -0.204  0.208
H 3.426 0.823 1.501  0.194
H 3.872 -1.387 0.465  0.208
H 2.666 -1.546 1.754  0.216
H 3.417 -1.779 -1.634  0.210
H 1.891 -2.560 -2.093  0.234
H 0.727 -3.463 -0.424  0.233
H 2.126 -3.669 0.673  0.209
C -1.469 2.127 -2.335  -0.246
O -1.119 1.799 -0.989  -0.565
C -1.512 2.774 -0.031  -0.081
C -2.357 2.054 1.017  -0.084
O -1.580 0.945 1.458  -0.565
C -2.163 0.335 2.607  -0.260
H -0.885 2.977 -2.697  0.183
H -2.539 2.336 -2.417  0.198
H -1.235 1.253 -2.943  0.233
H -2.081 3.584 -0.497  0.206
H -0.607 3.181 0.444  0.194
H -3.297 1.689 0.569  0.203
H -2.573 2.720 1.863  0.191
H -2.101 1.019 3.461  0.176
H -1.608 -0.581 2.804  0.240
H -3.208 0.077 2.415  0.193
Se -2.444 -1.355 -0.884  -0.185
C -3.280 -0.512 -2.238  0.033
N -3.861 0.021 -3.077  -0.412

For the total energy, the calculation gives -4229.066788 hartree. The value obtained for the LUMO energy is -0.1 eV. The relative energy (zero: lowest compared OMol25 entry of this formula, charge and spin) comes out at 21.0 kcal/mol.

Number 1: frontier orbital gap 9.45 eV. Number 2: frontier orbital gap 9.31 eV. Number 3: frontier orbital gap 9.29 eV. Number 4: frontier orbital gap 10.46 eV. Number 5: frontier orbital gap 8.42 eV.